1.
Entry from OMol25: a molecular structure, C6H18CrO8S at a distorted geometry (wB97M-V/def2-TZVPD).

```
34
C6H18CrO8S wB97M-V/def2-TZVPD
Cr -0.86837 -0.61645 -0.39941
C -1.35042 0.69185 3.53681
C -1.61751 1.48293 2.25492
O -1.97623 0.72285 1.10526
H -2.32749 0.50996 3.98443
H -0.77050 1.34459 4.18928
H -0.83969 -0.20995 3.19915
H -0.71868 2.04322 1.99749
H -2.30903 2.28116 2.52461
S -0.77587 -3.23100 0.08398
O -0.39490 -2.48942 -1.13918
O -0.87993 -2.12375 0.98836
O -2.04145 -3.90844 -0.11997
O 0.29812 -4.12828 0.41522
O -2.84809 -0.98199 -0.95864
H -3.19731 -0.85355 -1.86201
C 2.12736 0.67180 2.23898
C 1.94988 0.76275 0.79872
O 1.34532 -0.44957 0.22296
H 1.22168 0.40043 2.78137
H 2.68718 1.47785 2.71330
H 2.78297 -0.19120 2.35521
H 2.83243 1.12572 0.27197
H 1.32343 1.64918 0.69911
H 2.05127 -1.08454 0.08134
C 0.50563 0.85680 -4.46285
C 0.47009 0.01037 -3.18651
O -0.03892 0.70325 -2.07502
H 1.14526 1.68743 -4.16448
H -0.49195 1.27869 -4.58515
H 0.88124 0.26440 -5.29715
H 1.48504 -0.30942 -2.95047
H -0.11514 -0.89701 -3.33567
H 0.45450 1.50919 -1.90590
```

largest force on an atom: 0.0918 hartree/bohr
spin multiplicity: 5
expectation value of S²: 6.01
relative energy (zero: lowest compared OMol25 entry of this formula, charge and spin): 47.9 kcal per mole
net charge: -2
highest occupied orbital energy (alpha / beta): 1.49 / -0.31 eV
calculated total energy: -2283.9129 hartree
orbital gap (alpha / beta): 0.12210 / 0.18244 Eh
M: 302.26 u

---

2.
Entry from OMol25: 2 unconnected molecules or ions with the total composition C5H10NO2 (wB97M-V/def2-TZVPD).

```
18
C5H10NO2 wB97M-V/def2-TZVPD
N -3.06748 -1.86969 -1.25103
C -2.09471 -0.89151 -0.85771
O -1.42141 -1.19077 0.15612
O -2.02052 0.13027 -1.57394
H -3.56211 -2.27902 -0.47362
H -3.66438 -1.55448 -2.00229
C 1.34249 0.55665 1.10085
C 1.19581 0.73746 -0.21197
C 2.35367 1.03080 -1.13506
C 0.27164 0.29304 2.13061
H 2.36692 0.58466 1.48734
H 0.20126 0.53219 -0.59675
H 2.43005 0.29668 -1.93740
H 2.25968 2.03369 -1.55361
H 3.28865 1.00615 -0.56566
H -0.73061 0.59911 1.85247
H 0.60495 0.75982 3.06584
H 0.24610 -0.77506 2.36581
```

largest force on an atom: 0.0176 hartree/bohr
spin multiplicity: 1
relative energy (zero: lowest compared OMol25 entry of this formula, charge and spin): 13.9 kcal per mole
net charge: -1
highest occupied orbital energy: -4.03 eV
calculated total energy: -401.8047 hartree
orbital gap: 0.29522 Eh
M: 116.14 u

---

3.
Entry from OMol25: a molecular structure, C25H23F5N7O2S3SeTl (wB97M-V/def2-TZVPD).

```
67
C25H23F5N7O2S3SeTl wB97M-V/def2-TZVPD
Tl 0.53328 -0.65290 0.21236
S -1.95432 -0.18244 0.35400
C -2.30907 -0.25956 2.07152
C -3.71231 -0.21855 2.35522
N -4.84016 -0.14069 2.58407
C -1.42809 -0.29423 3.11456
S 0.28981 -0.24475 3.02894
C -1.97517 -0.33935 4.44754
N -2.38276 -0.34812 5.52510
C -2.77783 -1.23068 -5.29077
C -1.97762 -2.48645 -4.93022
C -2.40651 -2.78718 -3.47846
O -3.27706 -1.73049 -3.07478
C -3.01134 -0.61523 -3.91677
H -3.73743 -1.49203 -5.74585
H -2.22911 -0.56808 -5.95999
H -0.91482 -2.25998 -4.97721
H -2.17645 -3.32348 -5.60163
H -1.54243 -2.84246 -2.81066
H -2.96584 -3.72073 -3.38479
H -2.12347 -0.07319 -3.57643
H -3.87707 0.04706 -3.86836
C 5.36923 0.42042 0.62420
C 4.66077 0.83107 -0.49658
C 3.30648 0.54267 -0.61232
C 2.64461 -0.15398 0.39242
C 3.35876 -0.55012 1.51919
C 4.71473 -0.27072 1.63456
H 6.42669 0.64237 0.71193
H 5.16217 1.38174 -1.28422
H 2.76256 0.87260 -1.48802
H 2.85552 -1.08444 2.31784
H 5.25764 -0.59544 2.51468
C -1.75064 5.53461 3.69175
C -2.56438 4.41659 3.04681
C -2.22118 3.05866 3.64466
C -2.42001 4.41798 1.52303
N -1.05044 4.25060 1.06817
C -0.35412 3.13650 0.82205
N 0.86213 3.46920 0.46232
N 0.89596 4.81995 0.50388
N -0.23918 5.30055 0.86210
H -1.93974 5.56499 4.76631
H -1.99479 6.51094 3.26732
H -0.68219 5.36880 3.54512
H -3.62772 4.61233 3.22777
H -1.17042 2.80213 3.48479
H -2.83152 2.26669 3.20974
H -2.39547 3.05426 4.72141
H -2.76523 5.36455 1.10668
H -3.00648 3.60887 1.08611
H -0.75723 2.13454 0.87098
F 4.76797 -5.65646 -1.32934
C 3.51843 -5.11578 -1.27178
C 2.33541 -5.79797 -1.77016
F 1.50289 -5.45091 -2.74804
C 2.29950 -5.50602 -0.35117
F 2.26404 -6.45954 0.60532
C 1.98186 -4.05743 -0.04568
Se 0.19960 -3.37542 -0.10962
C 3.19022 -3.43962 0.46362
F 4.01487 -3.90873 1.40940
C 3.29698 -3.68263 -0.95905
F 3.36679 -2.73286 -1.90084
O 0.52631 -0.21753 -4.56780
S 0.85488 -0.61448 -3.18406
N 0.16954 0.04997 -2.06288
```

largest force on an atom: 0.0051 hartree/bohr
spin multiplicity: 1
relative energy (zero: lowest compared OMol25 entry of this formula, charge and spin): 11.7 kcal per mole
net charge: -2
highest occupied orbital energy (alpha / beta): -2.45 / -2.45 eV
calculated total energy: -5767.8025 hartree
orbital gap (alpha / beta): 0.19887 / 0.22553 Eh
M: 928.04 u

---

4.
Entry from OMol25: a molecular structure, C49H58N4OP2S4Ti (wB97M-V/def2-TZVPD).

```
119
C49H58N4OP2S4Ti wB97M-V/def2-TZVPD
Ti 0.01133 -0.08954 0.17185
C -4.59405 -1.04279 0.24538
C -3.16536 -0.99966 -0.23158
N -2.34938 -0.14494 0.30854
N -3.01296 0.68270 1.20522
C -2.27894 1.37988 1.98325
S -0.55620 1.38903 2.06013
S -3.03521 2.47859 3.12833
C -4.75600 1.89305 3.10954
C -5.03420 0.86968 4.17448
C -4.40502 -0.37353 4.15586
C -4.66637 -1.30892 5.14213
C -5.55859 -1.01578 6.16610
C -6.18184 0.22058 6.19745
C -5.91794 1.15726 5.20677
C -2.75410 -1.89679 -1.31617
C -3.68688 -2.67197 -2.02168
C -3.32453 -3.45541 -3.09781
C -1.99482 -3.49497 -3.50819
C -1.05159 -2.74358 -2.84344
C -1.42175 -1.93517 -1.76138
O -0.47773 -1.22191 -1.19005
H -4.61363 -1.10027 1.33191
H -5.14315 -1.88654 -0.15181
H -5.10884 -0.11841 -0.02437
H -4.94122 1.50431 2.10896
H -5.37726 2.77614 3.25440
H -3.68910 -0.60096 3.37353
H -4.16763 -2.26849 5.11316
H -5.76056 -1.74678 6.93716
H -6.87385 0.46108 6.99360
H -6.40683 2.12352 5.23681
H -4.73010 -2.65834 -1.74973
H -4.07601 -4.03410 -3.61632
H -1.70223 -4.11337 -4.34671
H -0.00851 -2.74011 -3.13025
C 3.95754 2.11640 2.87984
C 2.53719 1.88108 2.35585
C 2.29376 2.89008 1.23462
P 2.16076 0.16225 1.72746
C 2.33475 -0.99312 3.18806
C 3.10947 -2.28846 2.90206
C 2.84714 -0.37746 4.49330
C 3.44640 0.04698 0.48571
C 4.80587 -0.09359 0.74608
C 5.76430 0.11834 -0.23202
C 7.22834 -0.09451 0.03229
C 5.30603 0.57341 -1.46650
C 3.96196 0.73250 -1.74121
C 2.97558 0.40233 -0.79276
N 1.60937 0.47755 -1.04965
C 1.23810 0.44735 -2.41498
C 1.82847 -0.42299 -3.33462
C 1.44488 -0.42620 -4.66337
C 0.44464 0.41878 -5.13338
C 0.01981 0.41331 -6.57622
C -0.19136 1.23120 -4.20502
C 0.17184 1.23606 -2.86213
P -0.77308 2.05241 -1.54212
C -0.13793 3.81329 -1.53317
C 1.32456 3.87085 -1.98754
C -0.37670 4.51822 -0.18936
C -2.44180 2.31140 -2.32703
C -3.39262 3.05215 -1.38600
C -3.11835 1.04237 -2.85247
H 3.99170 3.09169 3.36942
H 4.66386 2.14072 2.05012
H 4.30414 1.37610 3.59587
H 1.81907 2.05797 3.15883
H 3.08427 2.80630 0.48577
H 2.31792 3.90560 1.63422
H 1.34114 2.73707 0.74004
H 1.28692 -1.25416 3.35169
H 4.06845 -2.10129 2.42309
H 2.56225 -2.98601 2.27576
H 3.30514 -2.78976 3.85172
H 3.93229 -0.27778 4.49861
H 2.58709 -1.05809 5.30568
H 2.40119 0.59045 4.71844
H 5.12616 -0.35337 1.74780
H 7.42442 -0.17858 1.10061
H 7.82593 0.73003 -0.35726
H 7.58622 -1.01051 -0.44166
H 6.02472 0.82176 -2.23972
H 3.67483 1.10984 -2.71158
H 2.59471 -1.10972 -3.00225
H 1.92819 -1.11215 -5.34953
H 0.72617 -0.14222 -7.19123
H -0.04795 1.42660 -6.97313
H -0.96123 -0.05106 -6.69353
H -1.00801 1.85981 -4.54090
H -0.73146 4.32554 -2.29964
H 1.95924 3.17995 -1.43398
H 1.71349 4.88008 -1.84160
H 1.41207 3.62130 -3.04420
H -0.22766 3.86028 0.66422
H -1.38772 4.91318 -0.11589
H 0.30844 5.36130 -0.08559
H -2.23778 2.96805 -3.18058
H -3.58516 2.46194 -0.48851
H -4.34508 3.22060 -1.89256
H -3.00870 4.02163 -1.07805
H -3.75034 1.29437 -3.70628
H -2.41833 0.27213 -3.17218
H -3.76546 0.61350 -2.09107
S -0.52127 -1.98510 1.76881
C 0.60167 -2.94438 0.89716
N 1.53819 -2.38448 0.18933
C 2.36560 -3.32030 -0.40110
C 3.49878 -3.04226 -1.16699
C 4.23049 -4.09484 -1.68053
C 3.85588 -5.41935 -1.44160
C 2.74686 -5.71157 -0.66960
C 2.00973 -4.65531 -0.14845
S 0.60217 -4.69420 0.87233
H 3.79758 -2.01488 -1.32507
H 5.11309 -3.89255 -2.27305
H 4.44549 -6.22652 -1.85569
H 2.46509 -6.73675 -0.47368
```

largest force on an atom: 0.0074 hartree/bohr
spin multiplicity: 1
highest occupied orbital energy: -7.05 eV
calculated total energy: -5321.3552 hartree
orbital gap: 0.24710 Eh
M: 957.11 u

---

5.
Entry from OMol25: a molecular structure, C3H8ClNOSi at a distorted geometry (wB97M-V/def2-TZVPD).

```
15
C3H8ClNOSi wB97M-V/def2-TZVPD
C 0.59170 -0.77216 -0.04516
C 1.18991 0.47936 -0.15376
C 1.45426 -1.85357 0.60429
N -0.62891 -0.58802 -0.21843
O -1.47348 1.57838 -1.36985
Si -2.53523 2.22143 -0.46896
Cl -1.27924 -2.14267 0.00231
H 0.36660 1.07341 -0.57040
H 1.33303 0.86893 0.86242
H 2.08378 0.68414 -0.68756
H 0.87693 -2.80336 0.81502
H 2.17470 -2.07644 -0.26366
H 2.03948 -1.63774 1.49147
H -2.26966 3.20758 0.46156
H -3.92387 1.76073 -0.45929
```

largest force on an atom: 0.0933 hartree/bohr
spin multiplicity: 1
relative energy (zero: lowest compared OMol25 entry of this formula, charge and spin): 73.9 kcal per mole
highest occupied orbital energy: -9.45 eV
calculated total energy: -998.6580 hartree
orbital gap: 0.33407 Eh
M: 137.64 u